DFT (ωB97M-V with the def2-TZVPD basis set) results for the molecule C7H11N at a distorted geometry.

Geometry (Å):
C 1.21 1.17 -0.71
C -0.10 0.96 -1.72
C -1.22 0.27 -0.94
C -0.81 0.48 0.49
C 0.73 0.18 0.33
C 0.76 -0.82 1.49
C -0.41 -1.68 1.13
N -1.31 -0.79 0.34
H 2.05 1.11 -1.15
H 1.27 2.28 -0.54
H -0.64 2.11 -1.87
H 0.14 0.58 -2.93
H -2.25 0.28 -1.09
H -1.40 1.27 1.22
H 0.81 -0.70 -0.26
H 1.45 -1.61 1.26
H 0.97 -0.62 2.63
H -1.31 -1.92 1.81
H 0.07 -2.56 0.49

As for the HOMO energy: -8.218 eV. Its gap between HOMO and LUMO is 9.265 eV. The calculation puts the largest force on an atom at 7.15 eV/A. As for the energy above the lowest of the compared OMol25 structures with the same formula, charge and spin: 856.8 kJ/mol. The molecular weight is 109.2 g mol⁻¹. Its structure (SMILES) is C1C[C@@H]2[C@@H]3[C@@H]1CCN32.

DFT (ωB97M-V with the def2-TZVPD basis set) results for the molecule C7H11N at a distorted geometry.

Geometry (Å):
H -3.65 0.90 0.03
N -2.64 0.87 -0.06
C -2.13 -0.29 0.00
C -0.57 -0.64 -0.07
C -0.29 -2.11 -0.08
C 0.25 0.37 0.21
C -0.02 1.83 0.22
C 1.76 -0.09 0.21
C 2.73 0.58 -0.38
H -2.75 -1.20 0.05
H 0.64 -2.39 -0.57
H -0.27 -2.51 0.93
H -1.06 -2.65 -0.63
H 0.78 2.35 0.74
H -0.08 2.21 -0.80
H -0.98 2.01 0.69
H 1.98 -0.98 0.79
H 2.54 1.45 -1.00
H 3.77 0.29 -0.29

As for the HOMO energy: -8.811 eV. Its gap between HOMO and LUMO is 9.645 eV. The calculation puts the largest force on an atom at 4.54 eV/A. As for the energy above the lowest of the compared OMol25 structures with the same formula, charge and spin: 227.0 kJ/mol. The molecular weight is 109.2 g mol⁻¹. Its structure (SMILES) is [H]/N=C/C(C)=C(\C)C=C.

DFT (ωB97M-V with the def2-TZVPD basis set) results for the molecule C7H11N at a distorted geometry.

Geometry (Å):
C 2.88 -0.48 -0.20
C 1.53 0.08 0.47
C 0.35 0.90 -0.30
C -1.09 1.49 -0.06
N -1.97 0.26 -0.45
C -2.34 -0.89 0.39
C -1.16 -1.08 -0.51
C 0.13 -0.47 0.29
H 3.34 0.45 -0.44
H 3.40 -1.33 0.29
H 2.39 -0.72 -1.13
H 1.76 0.75 1.32
H 0.49 0.88 -1.34
H -1.46 2.45 -0.49
H -1.24 1.82 0.96
H -3.22 -1.51 -0.06
H -2.38 -0.80 1.53
H -0.86 -1.66 -1.50
H -0.54 -0.16 1.22

As for the HOMO energy: -8.278 eV. Its gap between HOMO and LUMO is 9.344 eV. The calculation puts the largest force on an atom at 4.06 eV/A. As for the energy above the lowest of the compared OMol25 structures with the same formula, charge and spin: 742.6 kJ/mol. The molecular weight is 109.2 g mol⁻¹. Its structure (SMILES) is C[C@H]1[C@@H]2CN3C[C@@H]3[C@@H]12.

DFT (ωB97M-V with the def2-TZVPD basis set) results for the ion C7H11N with charge +1 at a distorted geometry.

Geometry (Å):
C -0.17 -1.65 -1.84
C -1.09 -1.04 -0.63
C 0.03 -0.02 -0.06
C -0.68 1.51 -0.41
N -2.02 1.84 -0.45
C -0.01 1.10 0.86
C 1.05 -0.40 0.78
C 1.96 -0.04 1.91
H -0.36 -2.70 -1.96
H -0.32 -0.91 -2.61
H 0.85 -1.46 -1.51
H -1.24 -1.78 0.17
H -2.01 -0.60 -0.99
H 0.02 1.91 -1.15
H -2.11 2.86 -0.43
H -0.59 1.29 1.74
H 2.12 1.05 1.96
H 1.63 -0.45 2.88
H 2.93 -0.50 1.74

As for the HOMO energy (alpha / beta): -14.111 / -13.948 eV. As for the spin multiplicity: 2. Its gap between HOMO and LUMO (alpha / beta) is 8.356 / 7.454 eV. Its expectation value of S² is 0.76. The calculation puts the largest force on an atom at 6.94 eV/A. Its net charge is +1. As for the energy above the lowest of the compared OMol25 structures with the same formula, charge and spin: 845.9 kJ/mol. The molecular weight is 109.2 g mol⁻¹.

Copy entry 2 word for word.
DFT (ωB97M-V with the def2-TZVPD basis set) results for the molecule C7H11N at a distorted geometry.

Geometry (Å):
H -3.65 0.90 0.03
N -2.64 0.87 -0.06
C -2.13 -0.29 0.00
C -0.57 -0.64 -0.07
C -0.29 -2.11 -0.08
C 0.25 0.37 0.21
C -0.02 1.83 0.22
C 1.76 -0.09 0.21
C 2.73 0.58 -0.38
H -2.75 -1.20 0.05
H 0.64 -2.39 -0.57
H -0.27 -2.51 0.93
H -1.06 -2.65 -0.63
H 0.78 2.35 0.74
H -0.08 2.21 -0.80
H -0.98 2.01 0.69
H 1.98 -0.98 0.79
H 2.54 1.45 -1.00
H 3.77 0.29 -0.29

As for the HOMO energy: -8.811 eV. Its gap between HOMO and LUMO is 9.645 eV. The calculation puts the largest force on an atom at 4.54 eV/A. As for the energy above the lowest of the compared OMol25 structures with the same formula, charge and spin: 227.0 kJ/mol. The molecular weight is 109.2 g mol⁻¹. Its structure (SMILES) is [H]/N=C/C(C)=C(\C)C=C.

Question: energy above the lowest of the compared OMol25 structures with the same formula, charge and spin of number 3 (C7H11N)?
Answer: 742.6 kJ/mol

Question: Which of these has the highest energy above the lowest of the compared OMol25 structures with the same formula, charge and spin?
Answer: number 1